DFT (ωB97M-V/def2-TZVPD) results for one molecule with the formula C31H42N6O3.

Positions of all 82 atoms, in Å:
H -4.169 0.491 1.273
H 3.303 2.940 -0.154
C 1.978 -0.788 -0.794
H 3.011 1.798 3.439
H 4.260 2.532 1.277
C -4.046 -0.763 -1.181
C 3.327 2.973 0.933
C -6.011 1.544 1.121
H -5.934 1.945 2.122
H -2.015 -1.237 -2.871
C -4.066 -2.753 1.643
C -2.071 -0.301 0.435
C 4.667 1.073 -2.011
H -0.621 1.832 -0.799
C -5.018 0.708 0.643
H -4.652 -1.836 1.664
N 1.895 0.508 -0.174
C -6.184 0.515 -1.430
H -3.015 1.831 -0.967
C -2.478 1.129 -1.606
H -4.225 -0.891 -2.252
C -2.590 -0.288 -1.011
C 5.312 -1.867 -0.001
H -0.542 0.401 -3.502
N 5.863 1.354 -1.406
H -6.256 0.121 -2.434
C 5.197 -0.677 -0.720
C 2.314 0.726 1.089
H 1.248 1.797 3.439
N -2.162 -1.427 1.180
C 0.613 -1.409 -1.091
C 2.935 -0.809 -2.008
H 2.419 -1.430 -0.020
C 6.210 0.303 -0.605
H -0.464 -1.099 2.356
N 0.912 2.697 0.889
H 3.284 4.013 1.253
H -1.690 -2.230 -1.432
H -3.823 -3.046 2.673
C 2.137 2.195 1.510
H 8.090 0.873 0.284
H 0.762 3.666 1.153
H 6.393 2.199 -1.526
C 2.131 2.292 3.038
H 2.127 3.333 3.354
H -8.017 1.604 -1.589
H 0.114 2.162 1.226
C -7.098 1.867 0.327
C 4.224 -0.159 -1.630
C -1.038 1.608 -1.778
H 8.255 -1.241 1.552
H -1.556 -2.365 2.944
H 4.220 1.779 -2.688
H -1.928 -4.232 1.740
H 6.515 -2.955 1.377
H 0.854 0.860 -2.519
C 7.321 0.117 0.207
H 1.449 1.290 -0.628
O 0.380 -2.533 -0.672
C 6.411 -2.043 0.807
C -2.080 -3.774 0.756
N -0.310 -0.728 -1.800
H -4.668 -3.542 1.195
H -2.599 -4.492 0.121
C -5.090 0.176 -0.640
N -2.888 -2.564 0.809
H -7.873 2.520 0.703
H 3.096 -1.853 -2.286
H -4.152 -1.743 -0.717
C 7.404 -1.065 0.910
O -1.516 0.675 0.921
H -2.972 1.120 -2.581
C -1.673 -1.218 -1.831
H -1.993 -0.650 3.130
H -1.111 -3.546 0.321
H -1.028 2.522 -2.375
C -0.186 0.545 -2.472
C -1.509 -1.384 2.483
H 2.504 -0.292 -2.867
O 2.808 -0.121 1.802
C -7.179 1.351 -0.955
H 4.555 -2.633 -0.080

Summary:
* Kohn-Sham gap: 8.4253 eV
* LUMO level: 0.68 eV
* energy relative to the best compared isomer or geometry (same formula, charge and spin): 6.7 kcal/mol
* SMILES string: CN(C)N(C)C(=O)[C@@]1(Cc2ccccc2)CCCN(C(=O)[C@@H](Cc2c[nH]c3ccccc23)NC(=O)C(C)(C)N)C1

These are the natural (NBO) partial charges, in e, on atoms 1 to 5: 0.215, 0.213, -0.155, 0.233, 0.224